Entry 1:
{
  "formula": "C42H75F18N3O12",
  "method": "ωB97M-V with the def2-TZVPD basis set",
  "orbital_gap_ev": [2.645, 7.595],
  "e_homo_ha": [-0.024, -0.206],
  "s_squared": 0.753,
  "total_charge": -1,
  "e_lumo_ev": [1.99, 1.98],
  "multiplicity": 2,
  "mol_weight_g_mol": 1156.04,
  "species": ["C", "C", "N", "C", "C", "C", "C", "H", "H", "H", "H", "H", "H", "H", "H", "H", "H", "H", "H", "H", "H", "H", "C", "C", "N", "C", "C", "C", "C", "H", "H", "H", "H", "H", "H", "H", "H", "H", "H", "H", "H", "H", "H", "H", "C", "C", "N", "C", "C", "C", "C", "H", "H", "H", "H", "H", "H", "H", "H", "H", "H", "H", "H", "H", "H", "H", "C", "C", "O", "C", "O", "C", "F", "F", "F", "H", "H", "H", "H", "H", "C", "C", "O", "C", "O", "C", "F", "F", "F", "H", "H", "H", "H", "H", "C", "C", "O", "C", "O", "C", "F", "F", "F", "H", "H", "H", "H", "H", "C", "C", "O", "C", "O", "C", "F", "F", "F", "H", "H", "H", "H", "H", "C", "C", "O", "C", "O", "C", "F", "F", "F", "H", "H", "H", "H", "H", "C", "C", "O", "C", "O", "C", "F", "F", "F", "H", "H", "H", "H", "H"],
  "positions_angstrom": [[0.32, -0.56, -3.14], [0.64, 0.02, -1.77], [-0.50, -0.21, -0.82], [-0.83, -1.59, -0.58], [0.31, -2.45, -0.05], [-0.41, 0.59, 0.41], [-0.20, 2.13, 0.22], [0.20, -1.64, -3.14], [1.09, -0.39, -3.90], [-0.60, -0.21, -3.61], [1.55, -0.45, -1.40], [0.77, 1.08, -1.97], [-1.63, -1.66, 0.15], [-1.27, -2.05, -1.46], [-0.01, -3.33, 0.51], [0.88, -2.87, -0.87], [0.95, -1.94, 0.67], [0.43, 0.18, 0.96], [-1.34, 0.53, 0.98], [-0.06, 2.67, 1.16], [-1.07, 2.56, -0.26], [0.75, 2.38, -0.25], [-2.10, -2.59, -6.21], [-1.75, -2.27, -7.68], [-1.55, -0.88, -7.98], [-0.65, -0.23, -6.98], [0.81, -0.64, -7.01], [-1.07, -0.66, -9.37], [-2.24, -0.82, -10.41], [-2.99, -2.01, -5.95], [-1.31, -2.35, -5.51], [-2.32, -3.59, -5.84], [-0.97, -2.95, -8.04], [-2.64, -2.63, -8.18], [-0.72, 0.84, -7.20], [-1.03, -0.45, -5.99], [1.35, -0.25, -7.87], [1.30, -0.24, -6.12], [0.86, -1.72, -7.16], [-0.24, -1.31, -9.66], [-0.60, 0.32, -9.42], [-2.73, -1.78, -10.25], [-1.93, -0.64, -11.44], [-3.01, -0.06, -10.29], [0.52, 1.18, 4.25], [-0.51, 1.65, 5.31], [-0.72, 0.70, 6.40], [0.37, 0.11, 7.15], [1.33, 1.13, 7.75], [-1.62, -0.34, 5.95], [-2.45, -1.02, 7.03], [0.76, 1.98, 3.56], [0.12, 0.35, 3.68], [1.42, 0.76, 4.69], [-0.21, 2.57, 5.81], [-1.47, 1.82, 4.81], [-0.03, -0.52, 7.95], [0.92, -0.58, 6.51], [1.83, 1.67, 6.95], [0.87, 1.83, 8.45], [2.04, 0.50, 8.28], [-1.25, -1.11, 5.28], [-2.37, 0.09, 5.27], [-1.87, -1.76, 7.58], [-3.31, -1.48, 6.54], [-2.86, -0.27, 7.71], [-4.19, -0.70, -3.22], [-4.77, 0.15, -2.06], [-5.75, -0.62, -1.43], [-6.31, -0.31, -0.26], [-6.18, 0.74, 0.38], [-7.28, -1.40, 0.25], [-8.50, -0.85, 0.48], [-7.40, -2.45, -0.56], [-6.76, -1.83, 1.47], [-5.05, -0.85, -3.87], [-3.67, -1.63, -2.99], [-3.55, -0.05, -3.82], [-5.29, 1.00, -2.50], [-4.06, 0.51, -1.32], [-4.81, 1.19, 3.32], [-3.53, 0.69, 2.56], [-3.17, -0.61, 3.10], [-3.39, -1.69, 2.36], [-3.99, -1.66, 1.25], [-3.08, -3.07, 3.05], [-2.09, -3.63, 2.35], [-2.70, -2.89, 4.35], [-4.14, -3.87, 3.07], [-5.09, 2.18, 2.96], [-4.59, 1.14, 4.38], [-5.60, 0.48, 3.04], [-2.72, 1.40, 2.72], [-3.76, 0.69, 1.50], [3.87, 0.51, 2.33], [4.01, -1.04, 2.37], [2.83, -1.64, 2.84], [2.81, -2.79, 3.54], [3.77, -3.37, 4.08], [1.39, -3.39, 3.69], [0.44, -2.56, 3.27], [1.29, -4.58, 3.09], [1.17, -3.65, 4.99], [3.53, 0.91, 3.28], [3.12, 0.76, 1.58], [4.81, 0.98, 2.02], [4.88, -1.42, 2.91], [4.17, -1.38, 1.35], [3.07, 4.97, -0.98], [3.12, 3.45, -1.10], [4.41, 2.96, -1.28], [4.63, 1.66, -1.26], [3.72, 0.82, -1.05], [6.02, 1.21, -1.81], [5.81, 0.29, -2.72], [6.59, 2.28, -2.33], [6.79, 0.70, -0.85], [3.28, 5.48, -1.92], [3.91, 5.19, -0.32], [2.14, 5.25, -0.48], [2.46, 3.18, -1.93], [2.75, 3.12, -0.13], [-0.65, 5.90, 0.13], [-0.54, 6.57, 1.47], [0.74, 6.19, 2.03], [0.80, 5.16, 2.93], [-0.18, 4.52, 3.34], [2.26, 4.77, 3.30], [2.29, 4.71, 4.63], [2.48, 3.53, 2.85], [3.13, 5.66, 2.80], [0.18, 6.31, -0.45], [-1.59, 6.13, -0.38], [-0.64, 4.82, 0.18], [-1.41, 6.30, 2.08], [-0.57, 7.65, 1.39], [3.67, -2.40, -2.46], [4.64, -2.39, -1.24], [4.26, -3.42, -0.34], [4.75, -4.73, -0.44], [5.71, -5.02, -1.18], [3.91, -5.75, 0.37], [4.69, -6.32, 1.30], [2.77, -5.29, 0.89], [3.64, -6.76, -0.51], [2.66, -2.25, -2.09], [3.67, -3.38, -2.95], [3.76, -1.67, -3.26], [4.55, -1.40, -0.79], [5.69, -2.53, -1.51]]
}

=====

Entry 2:
{
  "formula": "CH8Na7O11S",
  "method": "ωB97M-V with the def2-TZVPD basis set",
  "orbital_gap_ev": [4.860, 4.791],
  "e_homo_ha": [-0.780, -0.777],
  "s_squared": 0.765,
  "total_charge": 4,
  "e_lumo_ev": [-16.36, -16.36],
  "multiplicity": 2,
  "mol_weight_g_mol": 389.06,
  "species": ["Na", "Na", "Na", "Na", "Na", "Na", "Na", "C", "O", "O", "O", "S", "O", "O", "O", "O", "O", "H", "H", "O", "H", "H", "O", "H", "H", "O", "H", "H"],
  "positions_angstrom": [[-0.04, -3.64, -0.70], [-2.11, -1.07, -1.72], [-2.65, 2.55, -1.13], [-2.05, -2.21, 1.59], [1.24, -0.18, -2.02], [1.50, -1.93, 1.85], [-4.31, 0.08, 0.46], [-0.43, 0.07, 0.56], [-0.26, -1.06, 0.03], [-1.53, 0.61, 0.35], [0.44, 0.77, 1.03], [0.47, -2.58, -4.07], [-0.88, -2.81, -4.57], [1.21, -3.85, -4.15], [1.21, -1.59, -4.86], [0.33, -2.13, -2.68], [-2.11, 2.17, 2.67], [-1.60, 1.69, 2.02], [-2.91, 2.42, 2.21], [3.43, 0.73, 1.32], [3.71, 0.26, 2.11], [2.48, 0.62, 1.30], [1.03, 1.41, 3.64], [0.71, 1.20, 2.76], [1.70, 0.76, 3.82], [0.43, 2.94, -0.52], [0.57, 2.23, 0.10], [0.43, 2.52, -1.38]]
}

=====

Entry 3:
{
  "formula": "C10H9F2NS",
  "method": "ωB97M-V with the def2-TZVPD basis set",
  "orbital_gap_ev": 7.715,
  "relative_energy_kj_mol": 292.8,
  "e_homo_ha": -0.273,
  "total_charge": 0,
  "e_lumo_ev": 0.28,
  "multiplicity": 1,
  "mol_weight_g_mol": 213.25,
  "species": ["C", "C", "C", "C", "C", "C", "C", "C", "C", "C", "N", "F", "F", "S", "H", "H", "H", "H", "H", "H", "H", "H", "H"],
  "positions_angstrom": [[-1.40, -1.65, -2.34], [-2.04, -0.81, -1.50], [-0.05, -1.89, -2.42], [-1.27, -0.07, -0.69], [0.70, -1.17, -1.52], [0.04, -0.36, -0.59], [0.47, 0.22, 1.88], [0.84, 0.16, 0.58], [1.55, 0.63, 2.81], [2.19, 3.22, 1.45], [2.17, 0.35, 0.33], [3.35, 3.84, 1.45], [1.58, 3.43, 2.62], [2.87, 1.02, 1.61], [-2.01, -2.10, -3.08], [-3.15, -0.53, -1.58], [0.55, -2.63, -2.94], [-1.80, 0.49, 0.14], [1.68, -1.50, -1.27], [-0.58, 0.07, 2.16], [1.49, 1.57, 3.37], [1.80, -0.28, 3.45], [1.68, 3.10, 0.56]]
}